C25H44O2P2Pb | wB97M-V/def2-TZVPD

CARTESIAN COORDINATES (ANGSTROEM)
Pb  0.8001  -0.5263  -1.7639
P  -4.0471  -0.1264  -2.9275
P  3.1011  4.2720  -0.5050
O  -0.8710  -0.2529  0.7359
O  1.0255  0.9082  0.3482
C  -0.9348  0.6228  -2.1081
C  -0.8200  -2.4139  3.0411
C  -1.8152  -1.1346  5.0448
C  1.4239  3.9414  -0.8291
C  -0.0158  0.6250  1.0538
C  -4.1636  -1.5920  -1.8305
C  3.8453  4.2569  -2.2006
C  -0.1578  -1.5205  -4.4427
C  2.8655  -1.8614  3.1134
C  1.2399  -0.4773  5.4738
C  1.4569  0.3593  -3.5984
C  -2.0789  -2.8986  2.4492
C  0.6806  -1.3193  4.3972
C  -0.2000  1.4252  2.3186
C  0.5305  1.5079  -3.9713
C  -0.4366  1.8851  -2.8260
C  -4.1814  1.1071  -1.5759
C  -1.3510  -1.5819  -3.4284
C  1.4081  -1.9235  3.3344
C  0.8056  -3.3846  1.2929
C  3.6188  2.6390  0.1815
C  -1.7441  -0.2011  -3.0029
C  -0.6980  -1.6183  4.2116
C  1.1326  -1.0237  -3.8238
C  0.4796  -2.6024  2.5003
H  -1.4213  0.8627  -1.1533
H  -0.0363  1.2808  -4.8900
H  -1.0937  1.0994  2.8577
H  2.7316  2.0025  0.3573
H  -3.4892  0.9102  -0.7498
H  -1.9398  -3.8926  2.0045
H  -1.9837  0.3716  -3.9184
H  -1.4766  -0.9316  6.0676
H  -0.4546  -0.9050  -5.3076
H  -2.2497  -0.2037  4.6444
H  -3.3869  -1.5899  -1.0521
H  -0.3040  2.4898  2.0709
H  4.1484  5.2852  -2.4437
H  1.9772  -1.7161  -3.9388
H  -5.2190  1.0501  -1.2262
H  -2.2120  -2.0652  -3.9237
H  -2.6173  -1.8822  5.0825
H  4.7331  3.6103  -2.2154
H  4.1319  2.8293  1.1356
H  3.3384  -2.8393  3.2934
H  -1.2936  2.4469  -3.2324
H  0.9100  -4.4548  1.5347
H  0.0144  -2.5415  -4.8180
H  3.0944  -1.5722  2.0764
H  -5.1597  -1.5867  -1.3692
H  -1.0980  -2.2168  -2.5550
H  1.1479  2.3920  -4.1991
H  0.6916  -0.6362  6.4111
H  0.0660  2.5586  -2.1182
H  3.3312  -1.1331  3.7860
H  4.3237  2.1517  -0.5057
H  -2.8657  -2.9603  3.2093
H  0.8968  3.2763  -0.1350
H  0.6801  1.3165  2.9638
H  1.1760  0.5967  5.2326
H  1.7535  -3.0543  0.8494
H  -4.0022  2.1058  -1.9869
H  -2.4249  -2.2188  1.6537
H  -4.0667  -2.4920  -2.4492
H  3.0984  3.9117  -2.9269
H  0.8185  4.6456  -1.4082
H  2.2959  -0.7183  5.6416
H  0.0115  -3.2947  0.5384
H  2.5256  0.6203  -3.5506

Summary:
ΔE to the lowest compared entry with this formula, charge and spin = 89.75 kcal per mole
Charge = +2
Total energy = -2004.1577 Eh
Gap between HOMO and LUMO (alpha / beta) = 4.0 / 4.0 eV